Run 1
Molecular formula: C4H12O2
Method: DFT, the ωB97M-V functional and the def2-TZVPD basis

Each line ends with the Mulliken charge.
Cartesian coordinates (Å):
C 1.33293 -1.20714 1.21659  -1.207
C 0.20891 -0.82289 0.25927  -0.204
C 0.60667 0.06909 -0.89940  -0.544
C -0.54453 0.73853 -1.61473  -0.567
O -1.65525 -0.13229 -1.84620  -0.530
H 2.21738 -0.58979 1.08092  0.369
H 1.60505 -2.26004 1.15942  0.299
H 1.02131 -1.06477 2.24640  0.289
H -0.24945 -1.69922 -0.16562  0.270
H -0.70176 -0.44507 0.75385  0.267
H 1.26291 0.87135 -0.54838  0.356
H 1.27285 -0.48887 -1.56077  0.338
H -0.20564 1.19099 -2.53869  0.367
H -0.92767 1.51882 -0.96434  0.174
H -1.61070 -0.55167 -2.70778  0.299
O -1.30815 1.93632 2.26886  -0.650
H -1.37648 1.86140 1.31015  0.344
H -0.94839 1.07525 2.55048  0.331

Values from the calculation:
HOMO (eV): -10.548
Gap between HOMO and LUMO (eV): 11.356
Total charge: 0
SMILES: CCCCO.O
2S+1: 1

***

Run 2
Molecular formula: C4H12O2
Method: DFT, the ωB97M-V functional and the def2-TZVPD basis

Each line ends with the Mulliken charge.
Cartesian coordinates (Å):
C -0.57005 2.71227 -1.20467  -0.966
C -0.52331 1.65233 -0.09727  -0.058
O -1.77126 1.50845 0.55646  -0.539
H -0.79202 2.30876 -2.19870  0.266
H -1.41184 3.38536 -1.00250  0.282
H 0.39441 3.20771 -1.25948  0.302
H 0.25812 1.92586 0.60092  0.326
H -0.26050 0.70723 -0.56158  0.043
H -1.79047 2.04364 1.35244  0.315
C 0.92007 -1.49474 0.94993  -1.283
C 0.15038 -2.55219 0.18701  -0.044
O 0.99019 -3.42736 -0.51317  -0.518
H 1.56460 -0.93059 0.26482  0.351
H 0.32514 -0.76909 1.48789  0.336
H 1.65421 -1.99113 1.59278  0.416
H -0.56150 -2.07835 -0.47890  0.217
H -0.46742 -3.13078 0.86621  0.249
H 1.89125 -3.07739 -0.54219  0.306

Values from the calculation:
HOMO (eV): -10.197
Gap between HOMO and LUMO (eV): 11.012
Total charge: 0
SMILES: CCO.CCO
2S+1: 1

***

Run 3
Molecular formula: C4H12O2
Method: DFT, the ωB97M-V functional and the def2-TZVPD basis

Each line ends with the Mulliken charge.
Cartesian coordinates (Å):
C 1.23812 -0.08875 1.97835  -1.048
C 1.52506 -0.32666 0.46907  -0.423
C 0.28052 -0.01133 -0.32477  -0.646
C 0.40385 1.42168 -0.91264  -0.544
O -0.87715 1.72836 -1.42662  -0.502
H 0.43469 0.67296 1.96643  0.290
H 1.98087 0.41157 2.57043  0.331
H 0.86114 -1.06022 2.42246  0.266
H 2.48474 0.17765 0.22339  0.324
H 1.78627 -1.38700 0.30332  0.333
H 0.00859 -0.74569 -1.09099  0.281
H -0.62591 -0.02534 0.28156  0.408
H 1.16587 1.26178 -1.69635  0.325
H 0.76634 2.02809 -0.00569  0.266
H -1.33485 2.05651 -0.58135  0.337
O -3.58447 -1.81076 -1.14609  -0.638
H -2.86976 -1.54449 -1.75511  0.324
H -3.64395 -2.75836 -1.27541  0.316

Values from the calculation:
HOMO (eV): -9.867
Gap between HOMO and LUMO (eV): 10.697
Total charge: 0
SMILES: CCCCO.O
2S+1: 1

***

Which structure wins on stability? run 1 wins.

***

Run 1
Molecular formula: C4H14N3O
Method: DFT, the ωB97M-V functional and the def2-TZVPD basis

Each line ends with the Mulliken charge.
Cartesian coordinates (Å):
C -2.21912 -1.99894 0.04591  -0.910
N -0.84941 1.00390 -1.51034  -0.155
C -1.51798 -0.07249 -1.20058  0.217
N -1.24159 -0.95427 -0.27466  -0.010
H -2.81901 -2.20942 -0.84039  0.357
H -2.85772 -1.70968 0.87526  0.313
H -1.68900 -2.92619 0.24035  0.324
H 0.07940 1.28542 -1.17308  0.125
H -1.19676 1.63721 -2.21129  0.276
H -2.43807 -0.24206 -1.75101  0.376
H -0.38306 -0.85360 0.28483  0.221
C 1.38140 1.56107 0.68434  -0.668
O 1.45054 2.27035 -0.57762  -0.587
C 1.76463 0.09091 0.51411  -0.590
N 0.99660 -0.75577 1.44747  -0.646
H 1.97519 2.12961 1.39857  0.419
H 0.33420 1.63507 0.98814  0.406
H 2.36347 2.26844 -0.87652  0.317
H 1.44960 -0.12473 -0.51351  0.354
H 2.84714 -0.05012 0.54873  0.401
H 1.06774 -0.34709 2.37862  0.233
H 1.50180 -1.63762 1.52268  0.228

Values from the calculation:
HOMO (eV): -14.290
Gap between HOMO and LUMO (eV): 11.701
Total charge: +1
2S+1: 1

***

Run 2
Molecular formula: C4H14N3O
Method: DFT, the ωB97M-V functional and the def2-TZVPD basis

Each line ends with the Mulliken charge.
Cartesian coordinates (Å):
C -2.05053 0.04966 1.44218  -0.903
C -1.02670 -1.11957 1.46049  -0.059
C 0.46038 -0.80710 1.22761  -0.936
N 0.87240 -0.05174 -0.01502  -0.054
C 0.49335 -0.38616 -1.25688  0.584
N 0.28550 -1.70627 -1.67977  -0.449
N 0.50764 0.58596 -2.25524  -0.357
H -1.77285 1.08493 1.58283  0.198
H -2.82859 -0.17073 2.16555  0.316
H -2.49767 -0.02395 0.38765  0.232
H -1.24671 -1.69482 2.42662  0.384
H -1.23950 -1.82553 0.64493  0.021
H 0.83708 -0.17034 1.96959  0.496
H 0.96944 -1.83192 1.20634  0.270
H 1.03720 0.96747 0.25186  0.299
H -0.27298 -2.40269 -0.97288  0.295
H 0.09590 -1.99989 -2.73998  0.298
H 0.18067 0.58008 -3.17559  0.191
H 0.85544 1.49640 -1.94770  0.193
H 1.43119 2.77620 1.38553  0.355
H 0.03476 2.71389 1.34556  0.304
O 0.68735 2.78553 0.73493  -0.676

Values from the calculation:
HOMO (eV): -14.321
Gap between HOMO and LUMO (eV): 11.416
Total charge: +1
2S+1: 1

***

Which structure wins on stability? run 1 wins.

***

Run 1
Molecular formula: C6H14NO
Method: DFT, the ωB97M-V functional and the def2-TZVPD basis

Each line ends with the Mulliken charge.
Cartesian coordinates (Å):
C 2.77189 -0.97162 0.98982  -1.306
C 1.82848 -0.15477 0.11501  -0.498
N 0.44350 -0.22075 0.47670  0.089
C 0.18627 0.52136 1.70447  -1.030
C -0.26444 1.18045 -1.48265  -1.198
C -0.49900 -0.09141 -0.62938  0.190
C -1.95873 -0.19474 -0.21178  -0.541
O -2.77159 -0.30212 -1.31185  -0.382
H 3.18672 -0.35644 1.80522  0.287
H 2.25640 -1.77656 1.51670  0.336
H 3.62950 -1.33394 0.42489  0.381
H 2.23141 0.85383 -0.03195  0.389
H 1.95634 -0.49736 -0.91363  0.405
H 0.37784 -0.10483 2.58134  0.279
H 0.85166 1.39176 1.84169  0.336
H -0.82925 0.88499 1.76818  0.359
H 0.59571 0.99462 -2.12891  0.306
H -1.15645 1.48660 -2.01333  0.393
H 0.05102 1.98909 -0.80963  0.282
H -0.26363 -0.91528 -1.30144  0.258
H -2.28286 0.60937 0.45492  0.340
H -2.05969 -1.19682 0.23357  0.324

Values from the calculation:
HOMO (alpha / beta) (eV): -8.379 / -8.372
Gap between HOMO and LUMO (alpha / beta) (eV): 9.384 / 7.039
Total charge: 0
2S+1: 2

***

Run 2
Molecular formula: C6H14NO
Method: DFT, the ωB97M-V functional and the def2-TZVPD basis

Each line ends with the Mulliken charge.
Cartesian coordinates (Å):
O 1.53842 0.26279 -0.56804  -0.488
C 0.83546 0.37067 -1.62466  -0.041
C -0.38236 -0.23311 -1.82724  -0.321
C -0.99954 -1.12083 -0.72075  -0.810
C -0.89940 -0.77594 0.77576  -0.489
C -1.23143 0.70370 0.92536  -0.344
C -2.74984 0.94225 0.82244  -1.185
N 4.21099 -0.25024 0.74301  -0.660
H 1.26425 1.00714 -2.47186  0.327
H -0.74504 -0.11620 -2.87377  0.334
H -0.40437 -1.96685 -0.81013  0.476
H -1.95939 -1.54924 -1.03020  0.454
H 0.29780 -0.85045 1.21991  0.195
H -1.33024 -1.59853 1.44916  0.360
H -0.66855 1.27700 0.21644  0.212
H -0.83910 1.14020 2.01017  0.299
H -2.95189 0.53601 -0.13059  0.305
H -3.23133 0.32294 1.55752  0.320
H -2.94322 2.01126 0.84582  0.352
H 4.69792 -0.96510 0.26883  0.196
H 3.57304 0.39080 0.10522  0.274
H 4.91780 0.46171 1.11760  0.235

Values from the calculation:
HOMO (alpha / beta) (eV): -9.317 / -9.308
Gap between HOMO and LUMO (alpha / beta) (eV): 10.242 / 7.648
Total charge: 0
2S+1: 2

***

Which structure wins on stability? run 1 wins.

***

Run 1
Molecular formula: CH2N4O2
Method: DFT, the ωB97M-V functional and the def2-TZVPD basis

Each line ends with the Mulliken charge.
Cartesian coordinates (Å):
N 0.85990 -1.15700 0.16395  -0.630
N -0.11274 -0.38830 -0.38990  0.359
O -1.29063 -0.87336 -0.10166  -0.115
N -2.09427 0.29491 0.03841  0.013
N -1.32056 1.29548 0.08328  -0.209
C -0.01415 0.96169 -0.16927  0.548
O 0.96472 1.68895 -0.05582  -0.549
H 1.29419 -0.71487 1.01246  0.265
H 1.71354 -1.10750 -0.58145  0.318

Values from the calculation:
HOMO (eV): -10.557
Gap between HOMO and LUMO (eV): 9.626
Total charge: 0
SMILES: Nn1onnc1=O
2S+1: 1

***

Run 2
Molecular formula: CH2N4O2
Method: DFT, the ωB97M-V functional and the def2-TZVPD basis

Each line ends with the Mulliken charge.
Cartesian coordinates (Å):
O -0.60433 -1.63990 1.02064  -0.402
N -0.89294 -0.24705 1.11398  -0.412
C -0.28322 0.34181 0.16532  0.598
N -0.25739 1.71910 0.02664  -0.206
N 0.50909 2.02285 -0.89337  -0.014
O 0.98946 0.92984 -1.53096  -0.084
N 0.38864 -0.20017 -0.96678  -0.138
H -0.96633 -2.02043 1.82802  0.364
H 1.11702 -0.90605 -0.76349  0.296

Values from the calculation:
HOMO (eV): -9.409
Gap between HOMO and LUMO (eV): 9.383
Total charge: 0
SMILES: O/N=c1/nno[nH]1
2S+1: 1

***

Which structure wins on stability? run 1 wins.

***

Run 1
Molecular formula: CHClF2O
Method: DFT, the ωB97M-V functional and the def2-TZVPD basis

Each line ends with the Mulliken charge.
Cartesian coordinates (Å):
O 1.01468 -0.23716 0.25031  -0.407
C -0.21589 0.01008 -0.12832  0.635
F -0.15921 0.64369 -1.40774  -0.238
F -0.99862 0.87872 0.50418  -0.192
Cl -1.01184 -1.62304 -0.17204  -0.140
H 1.37089 0.32770 0.95362  0.343

Values from the calculation:
HOMO (eV): -11.704
Gap between HOMO and LUMO (eV): 12.140
Total charge: 0
SMILES: OC(F)(F)Cl
2S+1: 1

***

Run 2
Molecular formula: CHClF2O
Method: DFT, the ωB97M-V functional and the def2-TZVPD basis

Each line ends with the Mulliken charge.
Cartesian coordinates (Å):
C -0.61473 -0.11948 -0.07901  0.430
O 1.15502 -0.33363 0.57242  -0.377
F -0.54033 -0.44958 -1.33625  -0.141
F -1.31386 -0.95883 0.61526  -0.152
Cl 2.10520 0.92251 0.11236  -0.013
H -0.79130 0.93902 0.11523  0.253

Values from the calculation:
HOMO (eV): -9.818
Gap between HOMO and LUMO (eV): 10.102
Total charge: 0
2S+1: 1

***

Which structure wins on stability? run 1 wins.

***

Run 1
Molecular formula: C4H6ClF
Method: DFT, the ωB97M-V functional and the def2-TZVPD basis

Each line ends with the Mulliken charge.
Cartesian coordinates (Å):
F 2.76340 -0.59149 -0.80652  -0.276
C 1.70327 -0.51816 0.07098  -0.083
C 0.71907 0.62429 -0.39179  -0.199
C -0.67338 0.77847 -0.27744  -0.166
C -1.68409 -0.28420 0.20795  -0.343
Cl -3.19442 -0.40158 -0.59017  -0.192
H 1.24499 -1.65004 0.04204  0.190
H 2.18588 -0.22565 1.02364  0.185
H 1.18401 1.83639 -0.56948  0.147
H -0.97605 1.87180 -0.34852  0.243
H -1.48589 -1.38784 0.22545  0.227
H -1.78679 -0.05198 1.41385  0.267

Values from the calculation:
HOMO (eV): -9.885
Gap between HOMO and LUMO (eV): 10.742
Total charge: 0
SMILES: FC/C=C\CCl
2S+1: 1

***

Run 2
Molecular formula: C4H6ClF
Method: DFT, the ωB97M-V functional and the def2-TZVPD basis

Each line ends with the Mulliken charge.
Cartesian coordinates (Å):
C 1.16676 -0.88864 -0.19973  -1.151
C -0.11514 -0.02852 -0.10068  0.446
C -0.04860 1.41953 0.22049  -1.351
C -1.31285 -0.76770 -0.08216  0.458
F -1.40182 -2.06887 0.22743  -0.226
Cl -2.79723 0.08181 -0.11734  -0.181
H 1.75974 -0.83500 -1.16097  0.259
H 0.98099 -1.88973 0.14653  0.324
H 1.91259 -0.51265 0.48726  0.328
H -0.16184 1.70940 1.19367  0.336
H 0.83573 1.84321 -0.25103  0.344
H -0.81834 1.93717 -0.36348  0.413

Values from the calculation:
HOMO (eV): -8.722
Gap between HOMO and LUMO (eV): 9.606
Total charge: 0
SMILES: CC(C)=C(F)Cl
2S+1: 1

***

Run 3
Molecular formula: C4H6ClF
Method: DFT, the ωB97M-V functional and the def2-TZVPD basis

Each line ends with the Mulliken charge.
Cartesian coordinates (Å):
C 1.46863 -0.34508 0.07773  -1.187
C 0.14847 -1.06300 -0.01644  0.459
F 0.17395 -2.39545 -0.03210  -0.290
C -1.03763 -0.32154 -0.04691  0.375
C -1.00101 1.17933 -0.01980  -0.948
Cl -2.51385 -1.13719 0.04409  -0.198
H 1.78071 0.00091 -0.90806  0.341
H 2.29023 -1.06139 0.24044  0.375
H 1.50908 0.46022 0.86820  0.264
H -0.58150 1.59375 0.90979  0.240
H -1.98117 1.74192 -0.31544  0.293
H -0.25591 1.34752 -0.80149  0.275

Values from the calculation:
HOMO (eV): -8.593
Gap between HOMO and LUMO (eV): 9.471
Total charge: 0
SMILES: C/C(F)=C(\C)Cl
2S+1: 1

***

Which structure wins on stability? run 3 wins.